Computed, not measured: C26H36N5O2SbV as an isolated structure, with the ωB97M-V functional and the def2-TZVPD basis.

Structure (XYZ):
```
71
Properties=species:S:1:pos:R:3
V 0.653 0.626 -0.399
C 2.475 -1.504 2.316
C 3.710 -0.991 1.570
C 3.457 -0.047 0.377
N 2.304 0.854 0.549
C 2.398 1.839 1.492
C 3.567 2.103 2.182
C 3.861 3.022 3.198
C 3.017 3.854 3.881
C 1.645 4.004 3.650
C 0.870 3.498 2.642
C 1.190 2.641 1.555
N 0.356 2.418 0.543
C -0.670 3.419 0.240
C -2.068 2.857 0.080
C -2.055 1.767 -0.976
N -1.305 0.605 -0.508
C -1.973 -0.382 0.143
C -3.317 -0.283 0.484
C -4.195 -1.215 1.039
C -3.983 -2.533 1.360
C -2.778 -3.224 1.246
C -1.534 -2.776 0.873
C -1.096 -1.500 0.458
N 0.185 -1.217 0.238
C 1.173 -2.301 0.248
C 1.720 -2.638 1.630
H 1.792 -0.675 2.523
H 2.804 -1.866 3.292
H 4.290 -1.837 1.192
H 4.353 -0.496 2.299
H 3.286 -0.604 -0.535
H 4.349 0.555 0.182
H 4.419 1.515 1.879
H 4.899 3.029 3.510
H 3.441 4.435 4.690
H 1.118 4.637 4.355
H -0.170 3.785 2.697
H -0.380 3.893 -0.701
H -0.658 4.222 0.970
H -2.733 3.669 -0.222
H -2.434 2.461 1.032
H -1.572 2.140 -1.880
H -3.058 1.469 -1.281
H -3.779 0.673 0.286
H -5.198 -0.841 1.207
H -4.831 -3.090 1.735
H -2.816 -4.273 1.519
H -0.763 -3.530 0.917
H 1.984 -2.015 -0.415
H 0.736 -3.180 -0.230
H 2.391 -3.494 1.512
H 0.908 -2.965 2.284
N 0.866 2.765 -2.812
C 0.997 1.706 -2.175
H 0.304 3.481 -2.372
O 1.414 -0.307 -1.766
O 1.776 0.709 -2.701
C -1.271 -3.621 -4.895
Sb -1.222 -2.519 -3.059
C -3.357 -2.483 -2.798
C -1.129 -0.593 -3.997
H -2.000 -3.180 -5.575
H -1.545 -4.657 -4.698
H -0.288 -3.603 -5.362
H -3.840 -2.135 -3.711
H -3.626 -1.818 -1.976
H -3.721 -3.484 -2.563
H -1.862 -0.536 -4.802
H -0.134 -0.417 -4.401
H -1.342 0.183 -3.262
```

## Properties
Lowest unoccupied orbital energy (alpha / beta) (eV): -4.456 / -4.454
HOMO (alpha / beta) (Ha): -0.380 / -0.380
Energy relative to the best compared isomer or geometry (same formula, charge and spin) (eV): 0.000
HOMO-LUMO gap (alpha / beta) (Eh): 0.2166 / 0.2167
Net charge: +1
Spin multiplicity: 1
Strongest force on any atom (eV/Å): 0.09